Entry 1:
{"formula": "C18H54NO11P2S", "method": "ωB97M-V with the def2-TZVPD basis set", "symbols": ["O", "P", "O", "O", "C", "O", "C", "C", "N", "C", "P", "S", "H", "H", "H", "H", "H", "H", "H", "H", "H", "H", "H", "H", "C", "C", "O", "H", "H", "H", "H", "H", "H", "C", "C", "O", "H", "H", "H", "H", "H", "H", "C", "C", "O", "H", "H", "H", "H", "H", "H", "C", "C", "O", "H", "H", "H", "H", "H", "H", "C", "C", "O", "H", "H", "H", "H", "H", "H", "C", "C", "O", "H", "H", "H", "H", "H", "H", "C", "C", "O", "H", "H", "H", "H", "H", "H"], "xyz": [[-0.1539, 1.8839, -0.2585], [-1.0602, 1.1404, -1.0765], [-1.9148, 0.1608, -0.1581], [-2.0429, 2.0869, -1.8822], [-0.1969, 0.1387, -2.3608], [0.4707, 1.0847, -3.1472], [1.0139, 0.4886, -4.3046], [-0.1149, 0.2431, -5.2795], [-1.3841, -0.1075, -4.5634], [-1.1864, -0.7062, -3.2001], [-0.7546, -2.5241, -3.2153], [1.1107, -2.8524, -2.8813], [-2.5037, -0.4375, -0.6493], [-2.8157, 1.5913, -2.2185], [0.5109, -0.4813, -1.8094], [1.5481, -0.4233, -4.0676], [1.6833, 1.2014, -4.7586], [0.1327, -0.4681, -6.0489], [-0.3119, 1.1701, -5.7930], [-1.9825, -0.7206, -5.1164], [-1.9026, 0.7585, -4.4291], [-2.1587, -0.6451, -2.7284], [-1.2274, -3.0816, -4.4202], [-1.6104, -3.0433, -2.2303], [1.3096, -2.6225, 2.1567], [2.2993, -2.1152, 1.1266], [1.6714, -1.2313, 0.1934], [0.4857, -3.1438, 1.6685], [1.7888, -3.3066, 2.8570], [0.8808, -1.7912, 2.7218], [2.7127, -2.9422, 0.5517], [3.1241, -1.5861, 1.6146], [1.3130, -0.4858, 0.6905], [3.0784, -4.1299, 5.7115], [1.7295, -4.7995, 5.8978], [1.5623, -5.9068, 5.0153], [3.1928, -3.7954, 4.6802], [3.1860, -3.2709, 6.3749], [3.8926, -4.8277, 5.9172], [0.9226, -4.1035, 5.6733], [1.6087, -5.1375, 6.9319], [2.2581, -6.5452, 5.2063], [6.1325, 0.1987, 1.6041], [6.8546, -0.3843, 0.4054], [6.5130, -1.7551, 0.1922], [6.3690, -0.3688, 2.5046], [6.4122, 1.2375, 1.7652], [5.0485, 0.1452, 1.4589], [7.9318, -0.3520, 0.5537], [6.6171, 0.1876, -0.4983], [5.5621, -1.7979, 0.0450], [-3.5877, 2.6026, -7.6968], [-4.2002, 1.3226, -7.1684], [-3.6301, 0.9491, -5.8946], [-2.5084, 2.4935, -7.8120], [-4.0149, 2.8659, -8.6629], [-3.7629, 3.4311, -7.0068], [-4.0102, 0.4931, -7.8452], [-5.2798, 1.4281, -7.0518], [-3.8186, 1.6753, -5.2870], [-5.5895, 3.1481, 0.5327], [-5.7334, 1.8529, -0.2407], [-4.4605, 1.4120, -0.7399], [-5.1601, 3.9249, -0.1000], [-6.5561, 3.4901, 0.9015], [-4.9192, 3.0159, 1.3850], [-6.3851, 1.9910, -1.1009], [-6.1604, 1.0669, 0.3884], [-3.8811, 1.2769, 0.0195], [5.8860, 4.6132, 4.4175], [5.8818, 3.2522, 3.7467], [7.1959, 2.8389, 3.3766], [6.3238, 5.3602, 3.7557], [4.8743, 4.9257, 4.6787], [6.4858, 4.5918, 5.3299], [5.2972, 3.2815, 2.8283], [5.4383, 2.5009, 4.4096], [7.7256, 2.7949, 4.1802], [-4.7289, 0.0712, 3.3636], [-6.0953, -0.5526, 3.5756], [-6.3539, -1.5828, 2.6227], [-4.6575, 0.4798, 2.3531], [-4.5444, 0.8710, 4.0812], [-3.9394, -0.6766, 3.4676], [-6.8798, 0.1913, 3.4496], [-6.1767, -0.9655, 4.5853], [-5.6808, -2.2627, 2.7355]], "atomic_forces_ev_per_a": [[1.379, 0.837, 0.911], [0.353, 0.238, -0.126], [-0.541, -0.816, -0.793], [-0.570, -0.789, -0.889], [-0.561, 0.209, 0.565], [-0.028, 0.279, -0.241], [-0.006, -0.120, 0.069], [0.210, 0.554, -0.500], [0.401, -0.278, 0.648], [-0.211, -0.259, 0.072], [1.514, -0.581, 0.378], [-0.141, -0.151, -0.200], [-0.075, 0.101, 0.486], [-0.240, 0.719, 0.553], [0.127, -0.399, -0.056], [0.176, -0.196, 0.146], [0.329, 0.170, -0.027], [-0.067, -0.634, -0.028], [-0.319, 0.306, -0.181], [-0.127, 0.271, -0.208], [-0.101, 0.022, -0.269], [-0.506, -0.144, -0.065], [-0.468, 0.368, -0.008], [-0.345, 0.151, -0.167], [-0.041, 0.014, -0.041], [-0.164, 0.206, 0.179], [-0.144, 0.062, -0.164], [0.035, -0.074, -0.018], [-0.030, -0.020, 0.012], [0.073, 0.008, 0.054], [-0.007, 0.039, -0.102], [0.060, -0.117, 0.017], [0.093, 0.049, 0.000], [-0.030, -0.010, -0.069], [0.222, -0.220, 0.026], [-0.031, 0.104, -0.044], [0.003, 0.056, 0.004], [0.017, -0.004, 0.009], [-0.005, 0.005, 0.080], [-0.058, -0.035, -0.027], [-0.037, 0.112, 0.035], [-0.062, 0.021, -0.024], [-0.084, -0.113, -0.041], [-0.327, -0.070, -0.032], [0.059, 0.017, 0.017], [0.065, 0.021, 0.013], [0.031, 0.013, 0.028], [0.006, 0.060, -0.050], [0.033, -0.074, -0.028], [0.101, 0.093, 0.031], [0.061, -0.006, 0.017], [0.120, -0.057, 0.174], [-0.035, 0.214, -0.095], [0.234, 0.038, 0.230], [-0.004, -0.020, -0.076], [-0.023, 0.009, -0.008], [-0.076, 0.027, -0.047], [0.023, -0.091, 0.076], [-0.015, -0.058, -0.023], [-0.202, 0.009, -0.120], [0.106, -0.014, -0.068], [0.019, 0.071, 0.261], [-0.046, -0.283, -0.209], [-0.047, 0.018, -0.028], [-0.003, -0.013, 0.026], [-0.069, -0.018, 0.059], [0.076, -0.079, -0.095], [-0.070, 0.009, -0.043], [-0.053, 0.144, 0.037], [0.059, 0.008, -0.062], [0.181, 0.019, 0.231], [-0.074, 0.079, 0.016], [-0.032, 0.008, -0.034], [-0.003, -0.006, 0.021], [-0.055, -0.019, 0.046], [0.029, -0.047, -0.049], [-0.107, 0.023, -0.045], [0.014, -0.001, -0.086], [-0.011, -0.004, -0.067], [0.189, -0.251, -0.022], [0.023, 0.135, -0.086], [-0.027, 0.061, 0.010], [0.031, 0.001, -0.001], [0.008, 0.012, 0.086], [-0.070, -0.041, -0.032], [-0.020, 0.121, 0.051], [-0.093, 0.000, 0.024]], "lowdin_charge": [-0.1873, 0.4200, -0.0942, -0.0909, -0.3720, -0.0894, -0.1565, -0.0610, 0.0727, -0.3915, 0.4184, 0.2874, 0.0837, 0.0656, 0.0749, 0.0833, 0.1454, 0.1411, 0.1344, 0.1601, 0.1430, 0.0986, -0.0094, -0.0041, -0.0733, -0.3040, -0.1268, 0.0763, 0.0604, 0.0794, 0.1128, 0.1017, 0.0751, -0.0910, -0.3264, -0.0882, 0.0554, 0.0758, 0.0755, 0.1061, 0.1090, 0.0812, -0.0868, -0.3125, -0.0871, 0.0828, 0.0503, 0.0622, 0.1135, 0.1079, 0.0642, -0.0791, -0.2778, -0.1160, 0.0732, 0.0855, 0.0799, 0.1159, 0.1173, 0.0858, -0.0750, -0.2857, -0.1216, 0.0795, 0.0824, 0.0733, 0.1137, 0.1062, 0.0528, -0.0920, -0.3316, -0.0962, 0.0766, 0.0738, 0.0732, 0.1077, 0.1097, 0.0855, -0.0850, -0.3158, -0.0867, 0.0467, 0.0804, 0.0752, 0.1112, 0.1121, 0.0788], "homo_lumo_gap_ev": 8.03, "homo_energy_ev": -11.4129, "charge": 1, "lumo_ev": -3.379}

Entry 2:
{"formula": "C4H7Cl3NP", "method": "ωB97M-V with the def2-TZVPD basis set", "symbols": ["C", "C", "C", "C", "N", "P", "Cl", "Cl", "Cl", "H", "H", "H", "H", "H", "H", "H"], "xyz": [[0.0572, -0.7230, 0.1249], [-1.2873, -0.4481, 0.9071], [0.8689, 0.4187, -0.3246], [-2.4710, 0.0276, 0.2285], [0.8152, 2.7795, -1.8753], [-0.1226, 1.7078, -1.1076], [-3.5175, 1.1698, 0.7413], [-2.9877, -0.8675, -1.2049], [-0.7775, 2.7012, 0.5371], [0.5883, -1.2967, 0.8473], [-0.1007, -1.3674, -0.7154], [-1.6985, -1.5509, 1.2479], [-1.1974, 0.0755, 1.8705], [1.3599, 1.0314, 0.3983], [1.6407, 0.1495, -1.0463], [0.2569, 3.5354, -2.2823]], "atomic_forces_ev_per_a": [[-1.499, -0.284, 1.444], [-0.600, -3.257, 1.330], [0.695, 1.533, -1.042], [0.379, -0.587, -2.748], [-0.710, -1.352, -0.265], [0.302, 1.368, -1.422], [-1.240, 0.914, 0.807], [0.220, 0.267, 0.654], [-0.295, 0.601, 0.881], [0.794, -0.563, 0.440], [-0.552, -0.426, -0.423], [1.380, 2.034, -0.532], [0.430, 0.047, -0.510], [0.510, -0.121, 1.156], [-0.110, -0.194, -0.118], [0.295, 0.020, 0.348]], "nbo_charge": [-0.4014, -0.5047, -0.7578, -0.1106, -1.0340, 1.2120, 0.1282, -0.0123, -0.3248, 0.2250, 0.2258, 0.2255, 0.2527, 0.2437, 0.2613, 0.3712], "homo_lumo_gap_ev": [6.20, 8.38], "homo_energy_ev": [-7.7023, -8.6324], "lumo_ev": [-1.503, -0.248]}

Entry 3:
{"formula": "C4H5NS2", "method": "ωB97M-V with the def2-TZVPD basis set", "symbols": ["C", "C", "C", "C", "N", "S", "S", "H", "H", "H", "H", "H"], "xyz": [[-1.2594, -0.1976, -1.6755], [-2.5214, 0.1434, -1.1468], [-0.2863, -0.6124, -0.9117], [1.0141, -0.4318, 1.3983], [-1.7620, 0.0228, 1.4651], [-2.6925, 0.6011, 0.4486], [0.7530, -1.5334, -0.0549], [-1.2825, -0.0073, -2.7988], [-3.3798, 0.4291, -1.7165], [0.0473, -0.0586, 1.8129], [1.5558, 0.5294, 1.2298], [1.4867, -0.9628, 2.1288]], "atomic_forces_ev_per_a": [[-2.344, 0.682, -2.235], [1.031, 0.031, -0.426], [1.229, -0.710, 0.034], [-1.514, 2.650, -1.031], [-0.465, -0.004, -0.455], [-1.449, 0.674, 2.150], [0.704, 0.852, 0.834], [0.779, -0.651, 1.097], [-0.264, 0.136, -0.642], [0.707, -0.945, -0.546], [0.096, -1.051, -0.615], [1.490, -1.665, 1.835]], "lowdin_spin": [0.1634, 0.3557, 0.7368, 0.0785, 0.2889, 0.0169, 0.2836, 0.0400, 0.0215, 0.0070, 0.0034, 0.0041], "homo_lumo_gap_ev": [6.63, 6.63], "multiplicity": 3, "homo_energy_ev": [-6.9721, -8.4831], "lumo_ev": [-0.338, -1.854]}

Entry 4:
{"formula": "C14H28Cl14F6MgN3O12S6", "method": "ωB97M-V with the def2-TZVPD basis set", "symbols": ["Mg", "N", "S", "O", "O", "F", "S", "O", "O", "F", "N", "S", "O", "O", "F", "S", "O", "O", "F", "N", "S", "O", "O", "F", "S", "O", "O", "F", "Cl", "C", "C", "Cl", "H", "H", "H", "H", "Cl", "C", "C", "Cl", "H", "H", "H", "H", "Cl", "C", "C", "Cl", "H", "H", "H", "H", "Cl", "C", "C", "Cl", "H", "H", "H", "H", "Cl", "C", "C", "Cl", "H", "H", "H", "H", "Cl", "C", "C", "Cl", "H", "H", "H", "H", "Cl", "C", "C", "Cl", "H", "H", "H", "H"], "xyz": [[-0.6322, 1.8647, 0.7485], [1.6262, 5.1909, 2.3012], [2.3998, 5.6039, 1.0487], [1.9907, 4.9315, -0.2207], [3.8589, 5.7755, 1.2199], [1.8692, 7.1614, 0.9464], [1.9851, 3.5466, 2.0856], [3.3620, 3.1109, 2.0305], [0.9969, 2.7842, 1.3968], [1.5622, 3.2108, 3.6010], [-1.6974, 2.9632, 1.6871], [-1.8275, 4.6897, 1.7908], [-1.0248, 5.3236, 2.8270], [-3.0474, 5.3699, 1.4092], [-0.8672, 4.9826, 0.5331], [-2.7964, 2.7786, 2.7167], [-4.1727, 2.9924, 2.2529], [-2.3363, 3.0932, 4.0734], [-2.5677, 1.1822, 2.8085], [0.1496, 0.3102, 0.3790], [1.7348, -0.1976, -0.1839], [1.8812, -0.8939, -1.4403], [2.7046, -0.4154, 0.8905], [2.1308, 1.3019, -0.5693], [-0.3188, -1.1361, 0.3143], [0.2034, -2.0442, 1.3077], [-0.7076, -1.6584, -1.0017], [-1.6962, -0.7073, 1.0809], [6.9485, -2.3653, -2.2462], [5.6361, -3.3605, -2.8689], [4.3770, -2.5790, -3.2702], [4.6578, -1.8123, -4.8278], [5.4544, -4.1005, -2.0895], [6.0908, -3.8766, -3.7145], [4.1286, -1.7875, -2.5631], [3.4926, -3.1894, -3.4531], [-3.0308, 1.0820, -0.8098], [-3.5824, 0.6483, -2.4719], [-3.6857, -0.8739, -2.5915], [-4.3604, -1.4186, -4.1178], [-2.8933, 1.1513, -3.1503], [-4.5509, 1.1423, -2.3941], [-4.4806, -1.1375, -1.8938], [-2.7832, -1.4575, -2.4097], [-0.2127, 2.8289, -1.3405], [0.0576, 3.9821, -2.7269], [-1.2893, 4.1492, -3.5218], [-2.5882, 4.8885, -2.4359], [0.8016, 3.4870, -3.3509], [0.5845, 4.8400, -2.3093], [-1.6401, 3.2144, -3.9591], [-1.1689, 4.9099, -4.2932], [-4.5642, -1.2739, 1.4037], [-6.1715, -1.4839, 1.9833], [-6.9105, -0.1430, 2.2400], [-6.2382, 0.7963, 3.5428], [-6.0405, -2.0239, 2.9211], [-6.7333, -2.1779, 1.3581], [-7.9438, -0.4254, 2.4416], [-6.9527, 0.3559, 1.2717], [2.8006, 1.1749, 6.0095], [2.9232, 0.3106, 4.4556], [1.7080, -0.4710, 4.1207], [0.2025, 0.4022, 4.1498], [3.7998, -0.3323, 4.5346], [3.1251, 0.9938, 3.6306], [1.6307, -1.2708, 4.8572], [1.7277, -1.0232, 3.1811], [2.2766, -4.2079, -0.9658], [2.2662, -4.5589, 0.7623], [3.6054, -5.1304, 1.2326], [4.8988, -3.9604, 1.1516], [1.4477, -5.2756, 0.8296], [1.9890, -3.6087, 1.2188], [3.8208, -6.0329, 0.6606], [3.5784, -5.3744, 2.2946], [0.7498, -3.9905, -5.1669], [-0.0259, -3.6575, -3.5640], [-0.2303, -4.9320, -2.7981], [-1.6808, -5.7486, -3.3879], [-0.9646, -3.1315, -3.7380], [0.7427, -3.0390, -3.1005], [-0.2498, -4.7690, -1.7205], [0.6869, -5.4717, -3.0339]], "atomic_forces_ev_per_a": [[0.565, 1.591, -0.022], [0.345, -3.779, -0.233], [4.120, 4.164, -4.721], [0.490, 1.361, 2.358], [-3.045, -0.185, -0.445], [0.182, -1.690, -0.035], [0.560, -0.237, 5.550], [-1.890, 0.652, -0.615], [-0.379, -0.331, -0.975], [0.336, 0.104, -0.845], [-1.614, 6.109, -0.177], [4.029, 5.982, -1.701], [-1.954, -2.183, -0.904], [0.947, -2.144, 0.499], [-0.748, -0.801, 0.225], [-4.636, -4.834, 6.209], [3.001, -0.426, 1.090], [-1.595, 0.702, -2.405], [-0.668, -0.058, -0.765], [6.103, -3.987, -2.659], [6.298, 4.713, 0.178], [-1.197, 0.297, 1.744], [-2.651, -0.641, -1.509], [-0.337, -0.805, -0.219], [-7.627, -5.011, 1.192], [0.755, 0.564, -1.443], [0.773, 1.043, 2.512], [0.079, -0.618, -0.732], [0.267, 0.667, 0.235], [-0.455, -0.668, -0.075], [0.429, -0.155, 0.292], [0.171, 0.608, -0.793], [-0.377, 0.125, -0.022], [-0.443, -0.004, -0.107], [0.075, -0.227, 0.090], [0.267, -0.336, 0.402], [0.072, -0.143, 0.329], [0.340, 0.144, 0.436], [-0.757, 0.350, 0.954], [-0.083, 0.116, -1.032], [-0.239, -0.218, -0.133], [-0.018, -0.308, -0.968], [0.501, -0.289, 0.383], [0.024, 0.503, 0.172], [0.235, 0.388, -1.917], [-0.759, -0.376, -0.549], [0.652, 1.186, 1.504], [0.735, -0.757, -0.692], [-0.210, -0.249, -0.045], [-0.754, 0.266, 0.140], [0.011, 0.104, 0.314], [0.224, -0.236, -0.056], [1.118, 0.217, -0.805], [-0.930, 0.011, 1.618], [-0.367, -1.947, -1.374], [0.080, 0.180, 0.064], [-0.249, 0.157, 0.198], [-0.084, 0.440, -0.379], [-0.030, 0.195, 0.424], [0.335, 0.652, 0.299], [-0.020, -0.024, -0.158], [0.766, 0.589, -0.933], [-0.170, -2.075, 0.675], [-0.756, 0.612, -0.140], [-0.200, -0.175, -0.003], [0.092, 0.468, 0.387], [-0.304, 0.039, 0.255], [0.535, 0.514, -0.230], [0.513, 0.219, -0.793], [0.016, 0.016, 0.236], [-1.120, -0.253, 0.355], [0.645, 0.492, -0.479], [0.208, -0.057, 0.617], [0.132, -0.288, 0.311], [0.299, 0.168, -0.011], [-0.452, -0.246, -0.108], [-0.343, -0.064, -0.048], [0.361, 0.593, -0.203], [0.939, 0.346, -0.348], [-0.096, -0.391, 0.134], [0.278, 0.154, -0.007], [-0.501, 0.153, 0.363], [-0.446, 0.048, -0.200], [-0.403, -0.785, 0.267]], "lowdin_charge": [0.2466, -0.2281, 0.5129, -0.3448, -0.3072, -0.2123, 0.5942, -0.2290, -0.3738, -0.1992, -0.3379, 0.6222, -0.2416, -0.2321, -0.2274, 0.4569, -0.2852, -0.2478, -0.2376, -0.3212, 0.6203, -0.2466, -0.2351, -0.1970, 0.4527, -0.2434, -0.2685, -0.2861, 0.5476, -0.6850, -0.6800, 0.5570, 0.0406, 0.0537, 0.0520, 0.0284, 0.6435, -0.5402, -0.6735, 0.5687, 0.0638, 0.0695, 0.0482, 0.0494, 0.7092, -0.4565, -0.5471, 0.5225, 0.0829, 0.0720, 0.0575, 0.0626, 0.6344, -0.7045, -0.6878, 0.6224, 0.0568, 0.0710, 0.0655, 0.0714, 0.5587, -0.6519, -0.6916, 0.6704, 0.0776, 0.0528, 0.0695, 0.0431, 0.6712, -0.6120, -0.6760, 0.5908, 0.0766, 0.0423, 0.0703, 0.0651, 0.5268, -0.6592, -0.7350, 0.5659, 0.0573, 0.0260, 0.0427, 0.0388], "homo_lumo_gap_ev": 8.36, "homo_energy_ev": -7.6621, "charge": -1, "lumo_ev": 0.697}

Entry 5:
{"formula": "C6H4BrN3O2", "method": "ωB97M-V with the def2-TZVPD basis set", "symbols": ["C", "C", "C", "C", "C", "C", "N", "N", "N", "O", "O", "Br", "H", "H", "H", "H"], "xyz": [[1.7543, -2.1904, -1.0201], [-1.0167, -0.2268, 1.5813], [-1.2537, 0.5113, 0.3777], [0.2301, -0.8140, 1.8011], [1.3657, -1.0763, -0.3153], [-0.2812, 1.2286, -0.2906], [1.9496, -3.1309, -1.6435], [0.9362, -1.2830, 0.8441], [-0.7257, 1.7420, -1.5737], [-1.7371, 1.2609, -1.9959], [0.0124, 2.5225, -2.1405], [1.2850, 2.1385, 0.2633], [-1.8663, -0.0367, 2.2030], [-2.2344, 0.6442, -0.0318], [0.3299, -1.1396, 2.7783], [1.2518, -0.1503, -0.8373]], "atomic_forces_ev_per_a": [[0.365, -0.875, -0.966], [-2.610, 3.648, -3.794], [1.629, -0.772, 2.172], [-0.111, -1.061, -0.784], [-0.193, 0.523, -2.097], [-0.294, 1.337, -0.189], [0.405, -0.851, -0.546], [0.351, 0.240, 3.998], [1.755, 0.050, 0.464], [-1.508, -0.192, -1.150], [-0.403, 0.363, -0.634], [-0.608, -0.683, 0.574], [-0.014, -1.075, 1.161], [-0.492, -0.068, 0.110], [1.184, -0.765, 1.897], [0.544, 0.180, -0.217]], "lowdin_spin": [0.0461, 0.3449, 0.0330, 0.2453, 0.2746, 0.3098, 0.1301, 0.3147, 0.0401, 0.0492, 0.0695, 0.0709, 0.0142, 0.0102, 0.0212, 0.0261], "homo_lumo_gap_ev": [6.35, 7.24], "multiplicity": 3, "homo_energy_ev": [-7.3244, -10.7114], "lumo_ev": [-0.972, -3.472]}